The following is a DFT calculation (the ωB97M-V functional and the def2-TZVPD basis) of a molecular structure, C6H17Cl2LaNbO3P.

XYZ file:
```
31
Properties=species:S:1:pos:R:3:lowdin_charge:R:1
La 1.43 4.04 2.30 2.09
Nb 0.74 -0.44 -0.56 1.43
Cl -1.15 2.23 -1.64 0.53
Cl -2.69 -1.87 -2.20 0.54
P 0.20 0.78 1.62 0.56
O -1.09 -0.11 2.43 -0.25
O 1.49 0.66 2.58 -0.46
O -0.12 2.49 1.45 -0.59
C -3.80 0.49 -1.14 -0.17
C 2.48 -1.58 0.48 -0.36
C 2.12 1.24 -1.28 -0.33
C -1.08 0.38 -1.66 -0.80
C -2.41 -0.38 -1.08 -0.76
C 1.88 -2.43 1.77 -0.19
H 1.16 -1.40 -2.06 -0.03
H 0.74 -2.11 1.88 0.03
H -0.98 0.06 -2.80 0.08
H -2.27 -0.85 0.00 0.06
H 3.30 -0.78 0.80 0.08
H 1.63 1.71 -2.26 0.03
H 1.90 -3.59 1.63 0.10
H 0.54 2.90 0.79 -0.13
H -0.32 -1.88 -0.07 -0.02
H -4.67 -0.27 -1.41 0.10
H 3.17 0.81 -1.65 0.05
H 2.25 2.03 -0.41 -0.05
H -3.83 1.33 -1.96 0.08
H 2.97 -2.38 -0.24 0.09
H -1.96 0.13 1.94 0.08
H -4.04 0.90 -0.04 0.09
H 2.41 -2.12 2.79 0.11
```

Summary:
Net charge: +2
HOMO level: -13.7 eV
Strongest force on any atom: 6.00 eV/Å
E_LUMO: -10.834 eV
Orbital gap: 0.1043 hartree